The following is a quantum chemistry calculation of a 11-piece molecular cluster, C65H69BO5 overall, from OMol25.

Orbital gap: 9.00 eV
SMILES: CCOB(O)[C@@H]1COC(=O)O1.c1ccccc1.c1ccccc1.c1ccccc1.c1ccccc1.c1ccccc1.c1ccccc1.c1ccccc1.c1ccccc1.c1ccccc1.c1ccccc1

Geometry as ORCA input:
```
! RIJCOSX wB97M-V def2-TZVPD def2/J DEFGRID3
* xyz 0 1
H 3.862 -2.018 1.315
H -7.396 -1.210 -1.944
H 8.596 -0.517 -1.694
C -13.798 -3.860 -0.315
C -4.163 5.356 2.440
H 6.451 -1.395 -0.835
C 6.045 0.214 2.379
H 6.570 0.676 3.205
H -11.335 -3.492 -2.608
C -4.635 2.238 -3.468
H -6.229 -1.902 -6.000
H 4.881 4.040 6.578
C 2.917 -8.683 3.818
H 7.538 -1.227 -6.710
H -13.499 -4.640 -2.291
C 5.858 -4.527 0.608
C 0.603 -0.490 2.946
C 4.830 -3.230 -7.051
H 4.591 -3.402 -0.709
C -3.309 4.478 1.788
C -5.328 5.765 0.378
C -0.003 5.988 2.865
H 7.201 -5.810 1.679
C 6.492 1.756 -3.062
C 4.791 1.004 2.069
C -5.174 5.997 1.737
C 0.074 7.360 3.070
C -4.193 1.567 -4.600
C -7.571 -3.346 -5.153
H 3.386 -3.622 -5.515
C 3.438 -8.482 2.547
H 0.874 -1.198 3.711
O -0.232 0.620 3.386
C -7.445 -1.810 -2.844
H -8.778 -3.260 -1.992
H 0.264 8.022 2.235
C -13.098 -4.016 -1.503
C -0.345 7.032 5.415
C 4.298 -3.100 -5.775
C 3.183 6.160 4.554
H -7.620 -3.944 -6.053
H 3.885 -7.046 1.016
B 2.934 -0.389 1.614
H 0.125 5.581 1.870
C 4.935 -2.303 -4.834
C 4.550 4.973 6.138
C -13.283 -3.060 0.694
C -6.730 -1.429 -3.970
O -0.835 2.534 2.313
C 7.669 -0.017 -1.943
H 6.675 0.172 1.502
H 4.338 -0.256 -1.401
H -7.845 2.797 -4.388
C 6.780 -5.557 0.714
C -5.947 2.684 -3.394
C 2.444 -7.604 4.552
H 5.558 -3.980 1.494
C 2.494 -6.325 4.016
H 4.335 -3.852 -7.784
C 6.630 -1.755 -6.447
C 3.012 -6.125 2.744
H 3.374 8.294 4.566
C 3.483 -7.204 2.009
H 2.064 0.950 3.123
H -0.612 4.999 6.044
C -11.883 -3.369 -1.683
C 5.274 0.130 -1.777
H 4.524 -2.204 -3.837
O 0.863 1.207 1.536
H -5.840 6.680 2.248
C -6.791 -2.198 -5.123
O 2.970 -1.744 1.533
H 5.067 1.971 1.668
C 6.101 -1.628 -5.170
H -4.038 5.542 3.500
C 3.606 4.966 5.120
H -6.126 -0.532 -3.950
C -8.222 -2.960 -2.872
C 4.642 7.372 6.031
C 5.998 -2.558 -7.386
H 2.447 6.153 3.763
H -4.594 4.705 -1.337
H -14.746 -4.363 -0.177
H -4.725 0.807 -6.534
H -6.289 3.211 -2.513
H -0.483 7.440 6.408
H -0.297 4.073 3.774
H -13.827 -2.942 1.622
H -11.669 -1.784 1.300
H 5.044 8.311 6.389
H 4.256 1.202 2.997
C -11.371 -2.565 -0.675
H -8.897 -4.621 -4.050
H 5.279 -4.651 -2.726
H -10.427 -2.055 -0.816
H -7.064 1.584 -6.393
H 3.048 -5.128 2.324
H 4.360 1.767 -2.818
C -12.070 -2.411 0.514
C 5.315 -4.204 -0.628
H 2.126 -5.484 4.590
O 3.988 0.336 1.094
H 2.880 -9.680 4.236
C -0.418 5.662 5.210
C -3.467 4.243 0.430
H 3.197 4.028 4.766
H -6.113 6.268 -0.173
C 6.464 -0.510 -1.460
C 6.619 -5.939 -1.655
C 3.703 7.363 5.009
C 7.159 -6.265 -0.417
H -0.032 8.950 4.506
H -3.169 1.221 -4.660
C -0.244 5.138 3.935
C -5.067 1.335 -5.653
H 6.594 -1.003 -4.436
H 5.800 6.184 7.391
H 8.620 1.496 -3.128
C 7.682 1.115 -2.747
C -4.475 4.886 -0.276
H -3.956 2.414 -2.643
H 7.875 -7.072 -0.335
C -0.094 7.881 4.346
C -0.140 1.542 2.389
C -6.381 1.774 -5.575
C 1.702 0.308 2.318
H 2.036 -7.761 5.542
C 5.067 6.177 6.595
H 6.414 -2.660 -8.380
H -2.522 3.980 2.332
C 5.698 -4.908 -1.761
H 3.809 -9.323 1.975
H 6.917 -6.490 -2.537
C -8.288 -3.726 -4.027
H 6.502 2.639 -3.688
H -0.001 -0.971 2.185
C 5.287 1.265 -2.575
C -6.821 2.453 -4.448
H 5.789 -0.795 2.691
H -2.801 3.556 -0.078
*
```

Löwdin population analysis, charges in e, atoms 1 to 99:
1 H 0.09
2 H 0.10
3 H 0.10
4 C -0.10
5 C -0.09
6 H 0.09
7 C -0.05
8 H 0.08
9 H 0.09
10 C -0.09
11 H 0.10
12 H 0.10
13 C -0.10
14 H 0.10
15 H 0.10
16 C -0.11
17 C -0.07
18 C -0.10
19 H 0.09
20 C -0.09
21 C -0.10
22 C -0.10
23 H 0.10
24 C -0.09
25 C -0.22
26 C -0.10
27 C -0.10
28 C -0.10
29 C -0.10
30 H 0.10
31 C -0.09
32 H 0.14
33 O 0.06
34 C -0.08
35 H 0.08
36 H 0.10
37 C -0.10
38 C -0.10
39 C -0.10
40 C -0.09
41 H 0.10
42 H 0.10
43 B -0.57
44 H 0.11
45 C -0.10
46 C -0.10
47 C -0.10
48 C -0.08
49 O 0.12
50 C -0.10
51 H 0.07
52 H 0.10
53 H 0.10
54 C -0.10
55 C -0.09
56 C -0.10
57 H 0.09
58 C -0.10
59 H 0.10
60 C -0.09
61 C -0.10
62 H 0.10
63 C -0.09
64 H 0.15
65 H 0.10
66 C -0.09
67 C -0.10
68 H 0.09
69 O 0.10
70 H 0.10
71 C -0.09
72 O 0.21
73 H 0.13
74 C -0.08
75 H 0.10
76 C -0.09
77 H 0.08
78 C -0.10
79 C -0.10
80 C -0.10
81 H 0.08
82 H 0.08
83 H 0.10
84 H 0.10
85 H 0.09
86 H 0.10
87 H 0.08
88 H 0.10
89 H 0.10
90 H 0.10
91 H 0.11
92 C -0.10
93 H 0.10
94 H 0.09
95 H 0.09
96 H 0.10
97 H 0.09
98 H 0.11
99 C -0.09

***

The following is a quantum chemistry calculation of a 2-piece molecular cluster, CH6OP2S overall, from OMol25.

Orbital gap (spin up / spin down): 7.84 / 5.68 eV
Energy relative to the best compared isomer or geometry (same formula, charge and spin): 337.06 kJ/mol

Geometry as ORCA input:
```
! RIJCOSX wB97M-V def2-TZVPD def2/J DEFGRID3
* xyz 0 1
P -2.222 0.581 -0.942
H -0.280 -1.526 0.407
H -1.757 1.808 -0.835
C 0.820 0.145 -0.941
H 2.567 -0.547 3.306
H 0.857 1.287 -1.257
H 1.836 -0.083 -0.718
H 0.528 -0.443 -1.758
P -0.515 -0.090 0.325
O -3.559 0.433 -0.412
S 1.725 -1.565 2.825
*
```

Just the natural (NBO) charges please, in e? Sure, here they are:
1 P 1.11
2 H 0.01
3 H -0.13
4 C -0.92
5 H 0.11
6 H 0.23
7 H 0.25
8 H 0.22
9 P 0.24
10 O -0.99
11 S -0.14

***

The following is a quantum chemistry calculation of an isolated ion of composition C6H18N4P2 and charge +2, from OMol25.

Orbital gap (spin up / spin down): 7.56 / 7.55 eV
Energy relative to the best compared isomer or geometry (same formula, charge and spin): 62.23 kJ/mol

Geometry as ORCA input:
```
! RIJCOSX wB97M-V def2-TZVPD def2/J DEFGRID3
* xyz 2 1
H 2.349 1.703 2.790
H -1.309 -3.629 -1.618
H 2.766 1.485 1.159
N -0.413 -0.903 -0.168
H -2.354 -1.981 0.956
H -1.228 1.631 -2.265
N 0.245 1.396 0.289
C 0.332 -1.676 -0.988
P -1.223 -3.656 -0.292
H -0.026 0.997 2.320
P 1.464 3.508 1.474
H 0.361 0.999 -2.483
H -1.196 -0.076 -2.398
H 0.590 3.550 2.660
C 0.640 -3.083 -0.269
H 0.105 -1.829 -2.058
C 1.985 1.735 1.775
C 0.689 0.823 1.569
H 1.315 -3.750 -0.722
N -0.091 2.720 0.306
C -0.669 0.510 -0.474
H 0.908 -0.255 1.370
H -2.457 -1.847 -0.831
H 1.428 -1.325 -1.070
H -1.775 0.941 -0.075
H 0.071 3.077 -0.606
H -0.939 3.057 0.869
H 1.038 -2.768 0.725
C -0.643 0.810 -1.982
N -1.963 -2.163 0.034
*
```

Just the natural (NBO) charges please, in e? Sure, here they are:
1 H 0.27
2 H -0.05
3 H 0.25
4 N -0.29
5 H 0.46
6 H 0.24
7 N -0.31
8 C -0.34
9 P 0.89
10 H 0.20
11 P 0.83
12 H 0.25
13 H 0.22
14 H -0.02
15 C -0.59
16 H 0.23
17 C -0.71
18 C -0.22
19 H 0.28
20 N -0.56
21 C 0.09
22 H 0.26
23 H 0.46
24 H 0.35
25 H 0.21
26 H 0.44
27 H 0.42
28 H 0.25
29 C -0.67
30 N -0.82

***

The following is a quantum chemistry calculation of a 2-piece molecular cluster, C18H32BN3O5P overall, from OMol25.

Orbital gap: 7.28 eV

Geometry as ORCA input:
```
! RIJCOSX wB97M-V def2-TZVPD def2/J DEFGRID3
* xyz 1 1
C -6.240 1.155 -1.340
H 5.695 6.042 -3.000
C -4.202 -0.801 -0.555
C 0.497 -2.679 0.253
C -5.768 -0.237 -0.614
C 2.490 3.601 0.514
N -0.859 -4.290 -0.896
O 0.152 -4.536 2.859
H -1.918 -0.273 -1.297
O -1.041 -6.320 1.519
H 2.876 2.624 0.824
O 5.434 5.204 -0.489
H -1.300 -5.254 -0.855
C 6.571 4.978 -1.333
C -5.083 2.068 -2.060
H -3.533 -3.976 -1.084
H 7.038 4.013 -1.104
O 4.660 3.091 -0.946
H 1.062 0.161 2.251
C 1.480 -0.868 2.682
C -3.051 0.100 -1.299
C 0.298 -4.308 0.125
H 3.758 -0.382 2.621
H 5.483 4.299 -3.085
H 3.197 -1.360 4.131
H 1.958 3.523 -0.440
H -2.721 2.213 -2.557
H -5.040 -2.697 0.430
C 2.800 -0.716 -0.049
H 0.716 -1.362 3.426
H -1.157 -2.242 1.639
C 4.560 4.172 -0.393
H -5.375 3.082 -2.597
H -8.057 2.369 -0.418
H -8.457 0.600 -0.948
H 1.785 3.948 1.275
B -0.208 -5.096 1.517
H 3.160 -1.296 -0.999
H -6.609 -0.878 -0.075
C 2.904 -0.448 3.453
N -0.913 -2.277 0.625
H 7.303 5.756 -1.094
H 1.887 -0.034 -0.406
H 0.740 -2.363 -0.868
H -3.553 -2.008 1.366
C 6.189 5.085 -2.800
H 3.650 -0.072 0.466
H 7.072 5.000 -3.437
H -8.202 1.934 -2.311
O 3.536 4.563 0.408
C -7.842 1.552 -1.259
N -3.126 -3.232 -0.443
C -3.526 1.513 -2.035
H 1.252 -4.939 -0.139
H -0.632 -4.000 3.231
P 1.992 -1.968 1.206
H 2.832 0.573 4.020
H -0.878 -6.876 2.347
C -1.767 -3.232 -0.234
C -3.970 -2.199 0.270
*
```

Just the natural (NBO) charges please, in e? Sure, here they are:
1 C 0.01
2 H 0.21
3 C -0.08
4 C -0.34
5 C -0.23
6 C -0.26
7 N -0.60
8 O -0.95
9 H 0.24
10 O -0.93
11 H 0.19
12 O -0.49
13 H 0.42
14 C -0.07
15 C -0.22
16 H 0.46
17 H 0.19
18 O -0.65
19 H 0.22
20 C -0.72
21 C -0.25
22 C -0.41
23 H 0.21
24 H 0.22
25 H 0.23
26 H 0.19
27 H 0.25
28 H 0.26
29 C -0.93
30 H 0.24
31 H 0.42
32 C 0.99
33 H 0.26
34 H 0.25
35 H 0.23
36 H 0.20
37 B 1.17
38 H 0.25
39 H 0.23
40 C -0.62
41 N -0.64
42 H 0.20
43 H 0.22
44 H 0.25
45 H 0.23
46 C -0.64
47 H 0.27
48 H 0.22
49 H 0.25
50 O -0.49
51 C -0.67
52 N -0.54
53 C -0.20
54 H 0.28
55 H 0.50
56 P 0.76
57 H 0.24
58 H 0.53
59 C 0.71
60 C -0.27